# 1
This record from the Open Molecules 2025 dataset describes an isolated molecule of C3H6N2O3 at a distorted geometry. The level of theory is ωB97M-V with the def2-TZVPD basis set.

For the HOMO-LUMO gap, the calculation gives 10.9 eV. As for the total energy: -12328.53372 eV. The HOMO energy is -10.13 eV. Its structure (SMILES) is [H]/N=C(\CO)NOC=O.

```
14
C3H6N2O3 ωB97M-V with the def2-TZVPD basis set
C -1.63506 0.19483 0.01324
C -0.21380 0.68876 0.10919
C 2.08977 -0.53733 -0.14984
H -1.18821 -1.55994 -0.50331
H -2.25690 0.62412 0.75855
H -1.98416 0.32577 -1.00533
H -0.32151 2.00754 -1.24793
H 0.15835 -0.84473 1.38255
H 3.10353 -0.42161 -0.54370
N 0.34049 1.60902 -0.54934
N 0.45528 0.14573 1.23717
O -1.60304 -1.23023 0.30633
O 1.77986 0.27048 0.89572
O 1.27541 -1.27239 -0.70329
```


# 2
This record from the Open Molecules 2025 dataset describes a structure of composition CH2N2O2 at a distorted geometry. The level of theory is ωB97M-V with the def2-TZVPD basis set.

For the HOMO-LUMO gap (alpha / beta), the calculation gives 7.9 / 7.9 eV. As for the total energy: -8136.62685 eV. The HOMO energy (alpha / beta) is -10.08 / -10.08 eV.

```
7
CH2N2O2 ωB97M-V with the def2-TZVPD basis set
N 1.62964 -0.32771 0.25918
O -0.93620 0.33894 -0.68182
O -1.51776 -0.87230 -0.43843
C 1.08087 0.78309 0.18636
N 0.21862 1.54136 -0.15561
H -2.48370 -0.86350 -0.32838
H 2.00853 -0.59987 1.15870
```


# 3
This record from the Open Molecules 2025 dataset describes a cluster of 2 separate species, C7H16N2O in total at a distorted geometry. The level of theory is ωB97M-V with the def2-TZVPD basis set.

For the HOMO-LUMO gap, the calculation gives 8.9 eV. As for the total energy: -12542.95310 eV. The HOMO energy is -8.14 eV. Its structure (SMILES) is [H]/N=C(\C)N(C)C.CC(C)=O.

```
26
C7H16N2O ωB97M-V with the def2-TZVPD basis set
C -1.76595 0.89662 0.66410
C -1.74429 -0.14125 -1.50118
C -0.11071 -2.29989 -0.55721
N -1.00067 0.04029 -0.24731
C -0.50676 -1.19921 0.39229
N -0.70320 -1.39287 1.63466
H 0.03756 -1.19454 2.29435
H -1.24125 0.93387 1.61366
H -1.87647 1.89446 0.23887
H -1.07955 -0.52050 -2.27158
H -2.57985 -0.83489 -1.37189
H -2.18911 0.80543 -1.80735
H -2.77355 0.50876 0.82330
H 0.64146 -2.90962 -0.06253
H -1.00040 -2.82265 -0.91048
H 0.35994 -1.94820 -1.47166
C 1.32063 2.12823 -0.26139
C 2.10057 -0.00801 1.10176
C 1.38409 0.62794 -0.41131
O 1.79561 0.10707 -1.42298
H 0.63784 2.35880 0.55353
H 1.03935 2.56698 -1.21917
H 2.29200 2.54479 -0.01017
H 1.56372 0.42528 1.94462
H 2.33316 -1.06505 1.20032
H 3.06583 0.49815 1.06473
```


# 4
This record from the Open Molecules 2025 dataset describes the ion CH5O3Si with charge +1 at a distorted geometry. The level of theory is ωB97M-V with the def2-TZVPD basis set.

For the HOMO-LUMO gap, the calculation gives 9.3 eV. As for the total energy: -15124.50789 eV. The HOMO energy is -15.71 eV. As for the total charge: +1.

```
10
CH5O3Si ωB97M-V with the def2-TZVPD basis set
C -0.94102 0.00932 -1.74728
O 0.43376 0.34829 0.76142
O 1.34093 0.32717 1.91046
O 0.96722 1.10503 2.95172
Si 0.45219 -0.54527 -0.63026
H -0.76139 0.76862 -2.39006
H -1.25484 -0.81920 -2.40175
H -1.76011 0.23290 -1.16743
H 0.65099 0.42924 3.64524
H 0.87228 -1.85611 -0.93207
```


# 5
This record from the Open Molecules 2025 dataset describes the ion C2H9N2 with charge +1 at a distorted geometry. The level of theory is ωB97M-V with the def2-TZVPD basis set.

For the HOMO-LUMO gap, the calculation gives 9.9 eV. As for the total energy: -5192.75140 eV. The HOMO energy is -13.80 eV. Its structure (SMILES) is NCC[NH3+]. As for the total charge: +1.

```
13
C2H9N2 ωB97M-V with the def2-TZVPD basis set
N 1.36055 -0.95422 -0.32085
C -0.12994 -0.76045 0.27765
C -0.31293 0.76574 0.29322
N -1.70941 1.16967 0.22946
H 1.33546 -1.88902 -0.73102
H 2.11228 -0.87926 0.35715
H 1.36468 -0.32635 -1.11753
H -0.08931 -1.40688 1.15346
H -0.64294 -1.31622 -0.52097
H 0.20395 1.14773 -0.59455
H 0.33560 1.19172 1.06672
H -1.99784 1.17240 -0.73820
H -1.83015 2.08515 0.64547
```


# 6
This record from the Open Molecules 2025 dataset describes a cluster of 3 separate species, C27H47N3O4 in total at a distorted geometry. The level of theory is ωB97M-V with the def2-TZVPD basis set.

For the HOMO-LUMO gap, the calculation gives 8.0 eV. As for the total energy: -41417.81205 eV. The HOMO energy is -8.12 eV. Its structure (SMILES) is CCCCOc1cc(CCCCN(C)C(C)=O)cc2nccnc12.CCOCC.CCOCC.

```
81
C27H47N3O4 ωB97M-V with the def2-TZVPD basis set
C 4.00384 -4.30984 0.95919
C 3.47556 -4.74934 -0.47247
C 3.20893 -3.51517 -1.44737
C 1.67289 -3.11475 -1.47449
O 1.42843 -1.77272 -1.93016
C 1.18250 -0.88518 -0.89467
C 2.02764 -0.91489 0.28030
C 1.75557 0.08370 1.35652
C 2.65128 0.15704 2.65531
C 3.63963 1.39291 2.41735
C 4.38515 1.23856 1.01754
C 5.64165 2.18146 0.89799
N 6.55605 1.88553 -0.22257
C 6.05711 2.36351 -1.53045
C 6.99949 0.51052 -0.25367
C 8.38812 0.19880 0.44603
O 6.40687 -0.41626 -0.76495
C 0.68610 1.04518 1.24943
C -0.20354 1.09972 0.03661
N -1.17370 2.09559 0.02500
C -1.84704 2.01928 -1.14756
C -1.60545 1.04477 -2.28008
N -0.65184 0.09347 -2.20524
C 0.07059 0.12382 -1.02402
H 3.23283 -4.50414 1.75579
H 4.31524 -3.23633 1.01790
H 4.91010 -4.91479 1.25514
H 2.59267 -5.44170 -0.40916
H 4.30642 -5.34617 -0.94029
H 3.47241 -3.90077 -2.47667
H 3.89486 -2.65407 -1.24809
H 1.15188 -3.34753 -0.50774
H 1.19910 -3.79513 -2.24423
H 2.87569 -1.61547 0.42420
H 2.02264 0.28736 3.57192
H 3.25183 -0.79127 2.78928
H 2.98848 2.31236 2.37257
H 4.38081 1.46819 3.26691
H 3.69990 1.49973 0.15933
H 4.60314 0.14481 0.91076
H 5.23762 3.22125 0.70591
H 6.17557 2.26989 1.89253
H 4.97906 2.12470 -1.72920
H 6.29749 3.45848 -1.65812
H 6.67956 1.84386 -2.31780
H 9.07747 -0.24122 -0.32163
H 8.27686 -0.53865 1.27818
H 8.84122 1.16761 0.78905
H 0.51498 1.76785 2.08787
H -2.64722 2.79238 -1.30830
H -2.21439 1.10874 -3.21382
C -5.46103 -0.55925 -2.28864
C -5.43701 0.88990 -1.83446
O -5.23011 1.81635 -2.89260
C -6.20087 1.81631 -3.92800
C -7.60519 2.13581 -3.44533
H -4.52914 -0.81454 -2.80017
H -5.58468 -1.22300 -1.43054
H -6.27959 -0.75592 -2.98337
H -4.60451 1.02226 -1.14089
H -6.34751 1.14125 -1.28098
H -6.17776 0.86323 -4.46722
H -5.88889 2.58191 -4.64205
H -7.97108 1.39585 -2.73170
H -8.29892 2.16040 -4.28819
H -7.62527 3.10828 -2.94778
C -6.88381 -0.13996 2.63763
C -5.65230 -0.97859 2.33794
O -4.64141 -0.27359 1.63596
C -4.10604 0.87238 2.28401
C -3.46020 0.56651 3.62412
H -7.31097 0.25494 1.71206
H -7.63993 -0.74335 3.14457
H -6.65163 0.71104 3.27962
H -5.94279 -1.81613 1.70042
H -5.24280 -1.41562 3.25454
H -4.87754 1.64371 2.38500
H -3.34837 1.28066 1.61132
H -4.17608 0.16015 4.34098
H -3.03330 1.47461 4.05460
H -2.66333 -0.17125 3.50330
```


# 7
This record from the Open Molecules 2025 dataset describes an isolated molecule of C3H5NO2 at a distorted geometry. The level of theory is ωB97M-V with the def2-TZVPD basis set.

For the HOMO-LUMO gap, the calculation gives 10.0 eV. As for the total energy: -8774.14153 eV. The HOMO energy is -9.94 eV.

```
11
C3H5NO2 ωB97M-V with the def2-TZVPD basis set
N 1.81358 -0.55053 0.17759
C 0.67443 -0.50917 -0.39729
C -0.53556 -1.00846 0.36624
O -1.38327 0.17819 0.41577
C -0.73709 1.21095 -0.06268
O 0.26246 0.22726 -1.41475
H 2.49734 -0.01928 -0.36649
H -1.12926 -1.74283 -0.17939
H -0.30184 -1.31757 1.38087
H -1.42142 2.06310 -0.18853
H 0.26062 1.46832 0.26867
```


# 8
This record from the Open Molecules 2025 dataset describes a cluster of 2 separate species, C4H11NO2 in total at a distorted geometry. The level of theory is ωB97M-V with the def2-TZVPD basis set.

For the HOMO-LUMO gap (alpha / beta), the calculation gives 10.4 / 5.5 eV. As for the total energy: -9901.30258 eV. The HOMO energy (alpha / beta) is -14.75 / -14.74 eV. As for the total charge: +1. The expectation value of S² is 0.787. As for the spin multiplicity: 2.

```
18
C4H11NO2 ωB97M-V with the def2-TZVPD basis set
C 1.64916 -1.67692 0.83215
N 0.46615 -1.13405 1.32516
C 0.70721 0.93992 0.17151
C -0.30567 0.05648 0.81707
C -1.51875 -0.45834 -0.05047
O 2.49941 -1.13965 0.09258
H 1.95465 -2.66697 1.16098
H 0.14132 -1.53749 2.24824
H 1.03447 0.57213 -0.82014
H 0.26767 1.98791 0.10342
H 1.52256 1.14385 0.89392
H -0.78688 0.47413 1.78197
H -2.34049 -0.98365 0.45218
H -1.16764 -1.05314 -0.90040
H -1.97870 0.39499 -0.61739
H -1.03077 2.45144 -2.51009
H -0.15136 1.14711 -2.27629
O -0.96235 1.48225 -2.70441
```


Look up the total energy of the eighth one. -9901.30258 eV